43
Properties=species:S:1:pos:R:3 method="wB97M-V/def2-TZVPD" gap_ev=8.973 total_energy_ev=-37703.287 homo_ev=-8.35 relative_energy_kcal_mol=23.6 fmax_ev_per_a=1.72 smiles="CC(C)c1nnc(NC(=O)C2CCN(c3cnccn3)CC2)s1"
C 2.27382 -2.77532 5.90348
H 3.24242 -2.32589 5.70230
H 2.38779 -3.53860 6.66911
H 1.60297 -2.00513 6.27744
C 1.71780 -3.39884 4.62065
C 1.56993 -2.34217 3.58106
N 2.55089 -1.69846 3.05984
N 2.19755 -0.79194 2.15699
C 0.91954 -0.73466 1.97865
N 0.32954 0.12854 1.09226
C -1.02478 0.18536 0.92253
O -1.76677 -0.53682 1.55203
C -1.54582 1.17453 -0.10488
H -2.34391 1.73276 0.40049
C -2.18990 0.37840 -1.25138
H -1.42643 -0.21903 -1.75601
H -2.94659 -0.29649 -0.85089
C -2.82090 1.34687 -2.25661
N -1.83126 2.27321 -2.75291
C -1.12938 2.07797 -3.90326
N -0.01227 2.80321 -4.05700
C 0.65203 2.69382 -5.19594
C 0.23274 1.85457 -6.21168
N -0.86751 1.11973 -6.06985
C -1.54005 1.22005 -4.94790
H -2.42578 0.60434 -4.88629
H 0.76526 1.75229 -7.14502
H 1.54602 3.29803 -5.27596
C -1.24171 3.06764 -1.69695
H -2.04091 3.63215 -1.20613
C -0.53388 2.16541 -0.67836
H 0.26618 1.63961 -1.20544
H -0.10041 2.78296 0.11027
H -0.53236 3.75880 -2.15066
H -3.60493 1.92880 -1.75912
H -3.27842 0.79628 -3.07585
H 0.95969 0.72828 0.58016
S -0.00055 -1.84631 2.95571
C 2.64485 -4.50202 4.10692
H 2.76649 -5.27008 4.86655
H 2.23388 -4.96085 3.21065
H 3.61680 -4.08055 3.86655
H 0.72835 -3.82045 4.82444